Entry from the Open Molecules 2025 dataset: a cluster of 8 separate species, C5H26NO8 in total in a non-equilibrium geometry (ωB97M-V with the def2-TZVPD basis set).

## Properties
strongest force on any atom = 3.0 eV Å⁻¹
Kohn-Sham gap = 0.3160 hartree

Structure (ORCA input):
```
! RIJCOSX wB97M-V def2-TZVPD def2/J DEFGRID3
* xyz -1 1
C -2.5431 2.6897 1.9583
C -1.7406 1.3884 1.6244
N -0.9868 1.5270 0.3885
C 0.7042 -0.2454 0.5139
C -0.5422 0.2917 -0.2619
C -0.3206 0.6136 -1.7216
O -0.4122 -0.5712 -2.5708
H -2.2165 3.1137 2.9118
H -3.5923 2.4701 1.8719
H -2.2105 3.4793 1.2777
H -2.5723 0.6968 1.5172
H -1.0083 1.1760 2.4069
H -0.2288 2.1890 0.4335
H 1.2146 -0.9979 -0.0831
H 1.3572 0.5507 0.8601
H 0.4183 -0.8622 1.3725
H -1.1943 -0.5628 -0.0769
H -1.0070 1.3394 -2.1604
H 0.6978 0.9104 -1.9852
H -0.9644 -1.2317 -2.0560
H -2.0016 -3.0402 -1.6604
O -1.3226 -2.5630 -1.1703
H 1.5448 -3.4615 -0.5640
H 0.7810 -3.4468 0.6471
O 1.7119 -3.5424 0.4303
H -0.0401 -3.0265 -1.6866
H 1.1061 -2.5246 -2.6556
O 0.9224 -3.2424 -2.0460
H -1.7048 -3.5669 0.0179
H -1.1419 -4.9543 0.5846
O -1.8209 -4.3137 0.6894
H 0.8114 4.2575 0.9349
H 0.9362 3.5921 2.3507
O 1.0221 4.4006 1.8476
H 2.3964 1.9856 -0.6206
H 3.1930 2.6952 0.4007
O 2.3178 2.7177 0.0245
H 2.2769 0.2490 -1.7286
H 3.0300 -0.4862 -0.7344
O 3.1295 0.3060 -1.2818
*
```

natural (NBO) charges in e: -0.62 -0.22 -0.65 -0.65 -0.12 -0.05 -0.81 0.20 0.20 0.21 0.20 0.16 0.35 0.21 0.20 0.22 0.26 0.18 0.12 0.51 0.45 -1.19 0.50 0.46 -1.01 0.51 0.47 -1.04 0.51 0.45 -1.03 0.49 0.47 -0.96 0.49 0.47 -0.98 0.48 0.49 -0.95

***

Entry from the Open Molecules 2025 dataset: a cluster of 8 separate species, C5H26NO9 in total in a non-equilibrium geometry (ωB97M-V with the def2-TZVPD basis set).

## Properties
strongest force on any atom = 2.9 eV Å⁻¹
⟨S²⟩ = 0.75
Kohn-Sham gap (spin up / spin down) = 0.1382 / 0.3203 hartree

Structure (ORCA input):
```
! RIJCOSX wB97M-V def2-TZVPD def2/J DEFGRID3
* xyz 0 2
O 1.8270 0.7827 0.6609
C 0.6791 0.8726 1.1856
O 0.5804 1.2964 2.4964
C -0.6915 0.8135 0.5454
C -1.8524 0.0336 1.2755
C -2.4557 1.0567 2.3169
C -1.3924 -1.2032 2.0073
N -0.5976 0.3734 -0.8945
H -0.1080 0.7577 2.9205
H -1.0100 1.8992 0.4407
H -2.7155 -0.0416 0.5746
H -2.8093 0.5663 3.2493
H -3.4332 1.3186 1.8625
H -1.9666 1.9653 2.6348
H -1.1405 -0.8516 3.0339
H -0.5566 -1.7370 1.6232
H -2.2731 -1.9060 2.2363
H -1.3222 0.8291 -1.4919
H -0.8873 -0.6344 -1.0761
H 0.3140 0.7228 -1.1959
H 3.2375 1.4215 -2.2121
H 2.9941 0.4398 -0.9603
O 2.6212 0.8568 -1.7473
H 1.6739 2.0071 -3.5912
H 1.5097 0.6453 -3.9550
O 1.0037 1.3070 -3.4671
H 3.0606 -2.6670 1.4334
H 2.8253 -1.2375 0.9738
O 2.7856 -2.1564 0.6669
H 1.2811 -4.1398 -1.9235
H 1.7833 -2.7677 -1.4712
O 1.0058 -3.2212 -1.8317
H -3.4558 1.6783 -2.2955
H -2.7860 0.3126 -2.9486
O -2.6776 1.1768 -2.5471
H -2.1212 -2.6497 -1.0536
H -0.5588 -2.6916 -1.5358
O -1.3827 -2.1561 -1.4146
H 2.9406 1.7547 2.2157
H 2.8458 2.4902 1.1691
O 3.2254 2.6830 2.0905
*
```

natural (NBO) charges in e: -0.86 0.46 -0.74 -0.13 -0.25 -0.64 -0.63 -0.76 0.46 0.16 0.20 0.20 0.21 0.23 0.20 0.23 0.21 0.44 0.45 0.47 0.46 0.51 -0.97 0.46 0.47 -0.92 0.47 0.50 -0.98 0.49 0.52 -0.97 0.50 0.50 -0.97 0.49 0.53 -1.00 0.48 0.48 -0.97

***

Entry from the Open Molecules 2025 dataset: a cluster of 8 separate species, C5H27N2O7 in total in a non-equilibrium geometry (ωB97M-V with the def2-TZVPD basis set).

## Properties
strongest force on any atom = 1.2 eV Å⁻¹
Kohn-Sham gap = 0.3249 hartree

Structure (ORCA input):
```
! RIJCOSX wB97M-V def2-TZVPD def2/J DEFGRID3
* xyz 1 1
C -1.1932 0.4134 3.4853
C -1.4613 -0.0858 2.0599
C -1.7444 1.0791 1.1026
C -1.4410 0.7747 -0.3547
C -2.1429 -0.2164 -0.9225
N -1.9468 -0.7618 -2.1613
N -0.2154 -0.8305 1.6102
H -1.6439 -0.1904 4.2637
H -1.7068 1.3706 3.5897
H -0.1336 0.5346 3.6882
H -2.2559 -0.8278 2.0165
H -1.1010 1.9009 1.3894
H -2.7736 1.4024 1.2545
H -0.7525 1.3967 -0.9117
H -2.9938 -0.6522 -0.4075
H -1.1580 -0.4418 -2.6995
H -2.4193 -1.6080 -2.3960
H -0.5065 -1.2814 0.7383
H 0.1933 -1.4799 2.2792
H 0.5788 -0.1821 1.5408
H 1.5555 -0.1192 -0.9449
H 2.2734 1.1272 -1.5648
O 2.1519 0.6050 -0.7270
H -1.0248 -3.3448 -1.3980
H -0.6138 -3.7234 0.0842
O -1.0397 -3.0733 -0.4791
H -1.2931 2.9247 -3.0660
H -0.7335 2.2140 -4.3786
O -0.6350 2.9470 -3.7664
H 3.2449 -1.3992 2.3042
H 2.7989 -0.5798 1.0944
O 2.4924 -1.2571 1.7188
H 2.3415 -3.4172 -0.5026
H 2.1133 -2.7816 0.9193
O 1.6872 -3.2171 0.1739
H 2.2765 2.4410 -3.4817
H 0.9434 2.5638 -2.7646
O 1.8826 2.3581 -2.6059
H 1.1713 2.4009 1.9142
H 1.9296 1.5369 0.7855
O 1.4566 1.5218 1.6427
*
```

natural (NBO) charges in e: -0.64 -0.03 -0.44 -0.38 0.04 -0.81 -0.74 0.23 0.23 0.23 0.21 0.22 0.23 0.21 0.20 0.38 0.40 0.47 0.44 0.48 0.48 0.52 -1.02 0.49 0.50 -0.98 0.49 0.49 -0.96 0.50 0.51 -0.98 0.48 0.49 -1.00 0.49 0.51 -0.97 0.49 0.52 -1.00

***

Entry from the Open Molecules 2025 dataset: a cluster of 10 separate species, C5H27NO10 in total in a non-equilibrium geometry (ωB97M-V with the def2-TZVPD basis set).

## Properties
strongest force on any atom = 2.4 eV Å⁻¹
Kohn-Sham gap = 0.3350 hartree
SMILES string = C=C(N)CCC=O.O.O.O.O.O.O.O.O.O

Structure (ORCA input):
```
! RIJCOSX wB97M-V def2-TZVPD def2/J DEFGRID3
* xyz 0 1
O 2.6095 -2.0089 1.8284
C 2.0886 -0.9354 2.0258
C 0.9421 -0.5563 1.1932
C 1.3145 -0.2045 -0.2690
C 1.9450 1.1971 -0.2487
C 3.2378 1.4750 -0.3705
N 0.9818 2.1769 0.0072
H 2.4241 -0.2560 2.7958
H 0.2090 -1.3657 1.1050
H 0.3579 0.2079 1.6845
H 1.9739 -0.9543 -0.7188
H 0.5170 -0.0846 -0.9931
H 3.7397 2.4079 -0.1765
H 3.9601 0.7020 -0.6327
H 0.8975 3.0981 -0.3267
H 0.4000 2.1031 0.8482
H -2.7401 -0.9447 -1.7001
H -2.6941 0.2749 -2.7847
O -3.1956 -0.2784 -2.1983
H 0.8729 -1.8421 -3.1070
H 0.8217 -2.8316 -2.0071
O 0.3650 -2.6218 -2.8392
H -0.7829 -2.9829 2.6761
H -1.9709 -2.4328 3.3490
O -1.0385 -2.5489 3.4936
H 3.7956 -0.3375 -2.2350
H 3.1627 0.9360 -2.8247
O 3.1793 -0.0173 -2.8891
H -2.9244 3.0112 1.3913
H -2.2717 1.5711 1.0045
O -2.1425 2.4727 1.2897
H -1.5190 1.3389 3.4641
H -1.3653 -0.2068 3.6330
O -0.8989 0.6006 3.4029
H -3.5697 -0.5963 0.2702
H -3.7778 0.7098 -0.4171
O -3.4600 0.3641 0.4217
H -0.9896 -2.0677 -0.7472
H -1.6423 -1.0023 0.1750
O -1.6187 -1.9714 -0.0327
H -0.2159 1.6698 -3.5998
H -0.3458 1.5599 -2.0459
O -0.6320 1.1712 -2.8954
*
```

natural (NBO) charges in e: -0.53 0.45 -0.56 -0.44 0.20 -0.49 -0.90 0.13 0.24 0.25 0.22 0.22 0.21 0.18 0.40 0.40 0.49 0.51 -1.00 0.48 0.46 -0.94 0.48 0.46 -0.94 0.47 0.48 -0.95 0.48 0.51 -1.00 0.49 0.48 -0.96 0.48 0.51 -0.98 0.49 0.48 -0.97 0.48 0.49 -0.97

***

Entry from the Open Molecules 2025 dataset: a cluster of 8 separate species, C5H27NO7S in total in a non-equilibrium geometry (ωB97M-V with the def2-TZVPD basis set).

## Properties
strongest force on any atom = 2.9 eV Å⁻¹
Kohn-Sham gap = 0.3391 hartree
SMILES string = CNCCCCS.O.O.O.O.O.O.O

Structure (ORCA input):
```
! RIJCOSX wB97M-V def2-TZVPD def2/J DEFGRID3
* xyz 0 1
C 0.4450 0.4377 -1.4517
C -1.0461 0.9010 -1.4883
C -1.1374 2.3999 -1.6133
S -1.1098 3.1829 -3.2702
C 1.1254 0.9075 -0.1886
N 1.2536 -0.2626 0.7239
C 1.5970 0.0743 2.1282
H 0.4522 -0.6014 -1.7489
H 0.8217 0.9962 -2.3120
H -1.4844 0.3786 -2.3270
H -1.4805 0.6079 -0.5329
H -0.4850 3.0059 -0.9868
H -2.1327 2.6994 -1.2732
H -1.2910 2.1489 -4.1020
H 0.7287 1.8102 0.2728
H 2.1639 1.1965 -0.3588
H 0.3404 -0.7100 0.6446
H 1.0541 1.0146 2.2920
H 1.1053 -0.5946 2.8268
H 2.6761 0.0905 2.1768
H 3.9260 -0.2597 -0.0277
H 4.0620 1.0127 0.9357
O 4.4354 0.1773 0.6561
H -1.2418 -2.2956 -1.5213
H -2.6629 -1.5659 -1.0261
O -1.9011 -2.1118 -0.8349
H -1.9078 -2.0678 1.1048
H -1.4662 -2.6654 2.3996
O -1.7920 -1.8336 2.0442
H 1.5646 -2.0722 -0.0147
H 2.6270 -2.7075 -0.7211
O 1.6711 -2.8016 -0.6654
H -3.3064 -0.2506 1.3269
H -4.0780 1.0349 1.5740
O -4.0625 0.2583 1.0069
H -0.5335 2.3319 3.6160
H 0.7296 2.5136 4.4513
O -0.0960 2.9470 4.2139
H 0.6185 -2.6034 -2.3192
H 0.0324 -3.8216 -2.8844
O -0.2149 -2.9024 -2.7256
*
```

natural (NBO) charges in e: -0.43 -0.40 -0.52 -0.06 -0.23 -0.67 -0.43 0.22 0.22 0.22 0.21 0.22 0.22 0.12 0.18 0.18 0.37 0.16 0.22 0.22 0.48 0.48 -0.95 0.52 0.49 -1.02 0.50 0.47 -0.99 0.50 0.47 -0.98 0.48 0.47 -0.95 0.47 0.47 -0.93 0.50 0.49 -0.96

***

Values of ΔE to the lowest compared entry with this formula, charge and spin, in order: 1.790 0.815 1.513 4.479 1.988, all in eV.